Record 1
A structure of composition C3H5O3Yb. Source: OMol25; level of theory: ωB97M-V with the def2-TZVPD basis set.

Geometry as XYZ:
```
12
Properties=species:S:1:pos:R:3:forces:R:3
Yb -0.150 1.475 -0.881 -0.165 -0.421 1.544
O 0.357 -1.176 2.898 0.788 0.736 -1.578
O 1.790 0.348 1.852 -1.614 -1.919 0.323
O -0.788 0.635 1.657 0.528 -0.218 -1.445
C -1.054 -1.436 2.724 -0.527 -0.314 -0.058
C -1.718 -0.089 2.437 -0.228 0.060 -0.148
C 0.836 -0.398 1.966 1.197 2.300 -0.291
H -1.159 -2.097 1.852 -0.052 -0.074 0.435
H 0.646 -0.676 0.466 -0.580 -0.169 1.683
H -1.891 0.459 3.377 0.181 0.029 -0.200
H -1.413 -1.873 3.662 0.186 -0.079 -0.408
H -2.679 -0.248 1.927 0.285 0.067 0.141
```
Positions in Å, forces in eV/Å.

## Properties
Kohn-Sham gap (alpha / beta)	0.3019 / 0.2506	hartree
multiplicity	2
total charge	+2
E_HOMO (alpha / beta)	-18.79 / -18.28	eV
<S²>	0.77
energy above the lowest of the compared OMol25 structures with the same formula, charge and spin	89.4	kcal/mol

These are the Mulliken partial charges, in e, on atoms 1 to 8:
1. Yb 1.737
2. O -0.187
3. O -0.340
4. O -0.363
5. C -0.397
6. C -0.294
7. C 0.609
8. H 0.295

Record 2
A cluster of 2 separate species, C4H9F in total. Source: OMol25; level of theory: ωB97M-V with the def2-TZVPD basis set.

Geometry as XYZ:
```
14
Properties=species:S:1:pos:R:3:forces:R:3
F 0.834 -0.837 -0.832 1.615 -1.050 -2.328
C 0.030 -0.780 1.374 -2.934 0.617 -3.840
C 0.464 1.434 -0.023 0.075 3.352 -0.717
C 0.106 -0.068 -0.066 -1.632 1.502 7.227
C -1.285 0.049 -0.461 -3.405 1.569 0.385
H 0.968 -0.939 1.582 5.238 -1.510 1.518
H -1.903 0.865 0.235 1.492 -3.059 -1.337
H -0.786 2.183 0.001 4.478 -1.811 1.207
H -0.515 -1.752 1.201 0.273 1.231 0.806
H -1.049 0.733 -1.270 -1.982 -0.892 -1.894
H -0.276 -0.040 2.064 -1.236 0.242 0.861
H 1.532 1.949 0.298 -3.084 -1.513 -0.016
H 0.439 1.674 -1.068 0.841 0.112 -1.048
H -1.805 -0.945 -0.496 0.263 1.209 -0.825
```
Positions in Å, forces in eV/Å.

## Properties
Kohn-Sham gap	0.4161	hartree
E_HOMO	-10.51	eV
energy above the lowest of the compared OMol25 structures with the same formula, charge and spin	102.3	kcal/mol

These are the Mulliken partial charges, in e, on atoms 1 to 8:
1. F -0.373
2. C -1.358
3. C -1.404
4. C 1.408
5. C -1.492
6. H 0.487
7. H 0.204
8. H 0.213

Record 3
A cluster of 2 separate species, C18H34BrN2O8 in total. Source: OMol25; level of theory: ωB97M-V with the def2-TZVPD basis set.

Geometry as XYZ:
```
63
Properties=species:S:1:pos:R:3:forces:R:3
Br 1.205 1.423 -3.640 -0.180 -0.663 1.115
O 1.266 -2.062 -3.752 2.080 1.267 8.381
O 7.128 2.266 -4.731 -2.398 -0.219 1.274
O 4.104 -0.810 -2.593 -0.151 -2.328 -0.172
O 0.945 -1.654 -1.290 0.617 1.955 -2.940
O -0.922 -0.608 -2.268 1.205 1.704 2.019
O 0.658 -0.274 1.230 -0.943 6.201 -3.371
O 0.731 -1.430 1.826 0.940 -6.077 3.493
O 6.246 0.028 -3.206 -3.084 -0.791 -0.230
N -3.015 -1.756 3.887 -0.612 0.268 0.105
N -4.925 -0.762 4.156 0.620 -0.506 0.010
C 5.217 -1.013 -3.533 -0.054 1.304 -0.908
C 3.365 -2.051 -2.317 -0.151 -1.512 -0.250
C 6.655 2.514 -3.329 0.105 -1.215 0.024
C 1.951 2.547 0.383 0.365 -0.560 -1.144
C 0.856 2.293 -0.855 0.649 1.709 -0.159
C -6.624 0.904 4.927 0.313 0.291 -0.095
C -4.233 -1.878 4.436 0.329 0.861 -0.478
C -4.134 0.078 3.385 -0.058 -0.434 0.389
C 5.576 1.321 -2.983 0.203 2.028 0.042
C -1.970 -2.768 3.968 0.255 -0.436 0.099
C 1.140 0.920 -1.693 1.283 0.084 1.395
C -2.926 -0.541 3.233 -0.492 -0.375 0.242
C -3.426 -0.238 -2.051 -0.467 0.375 -0.734
C 0.186 -0.358 -1.340 -1.084 -0.507 0.491
C -0.423 -0.244 0.217 -0.311 -2.240 -0.463
C -6.318 -0.540 4.571 -0.701 -0.078 0.080
C -1.925 0.449 -2.303 -1.841 0.360 -1.782
C 1.710 -1.892 -2.507 -0.358 -0.889 -5.678
H -1.068 -2.422 3.457 -0.245 0.061 0.029
H -1.967 0.848 -3.427 0.332 -0.768 2.524
H 2.473 1.508 0.562 -1.035 2.171 0.113
H 2.257 0.601 -1.412 -2.486 0.603 -0.806
H 2.788 3.282 -0.042 -1.900 -1.543 1.172
H -3.360 -1.383 -1.784 0.068 2.446 -0.289
H -6.525 1.557 4.055 -0.091 -0.055 0.128
H -1.152 0.657 0.361 1.801 -1.515 -0.143
H -7.651 0.996 5.294 0.207 -0.128 -0.097
H 1.632 -1.539 2.296 -1.758 0.967 -1.563
H -6.965 -0.880 3.755 0.103 0.031 0.134
H 6.184 3.602 -3.208 0.881 -2.439 -0.259
H 3.635 -2.483 -1.257 -0.646 1.119 -1.860
H -1.040 -1.245 0.378 1.227 2.039 -0.492
H -4.076 0.376 -1.277 1.448 -1.401 -1.390
H -2.011 -0.274 2.731 -0.084 0.157 -0.035
H 4.642 1.507 -3.684 1.740 -0.729 1.264
H 5.657 -2.100 -3.507 -0.541 2.327 0.311
H -4.525 1.020 3.041 0.232 -0.026 -0.027
H 1.453 2.976 1.352 1.064 -0.909 -1.947
H 5.230 1.468 -1.874 0.576 -0.549 -2.015
H -1.742 -2.960 5.019 0.017 -0.003 -0.192
H -6.514 -1.174 5.443 0.193 0.008 -0.261
H -5.944 1.268 5.702 -0.135 -0.056 -0.056
H -4.038 -0.189 -3.075 1.408 -0.093 2.258
H 7.576 2.383 -2.595 -1.838 0.415 -1.739
H 4.773 -0.796 -4.618 1.036 -0.426 2.158
H 3.667 -2.893 -3.107 -0.846 1.912 1.648
H 1.062 3.196 -1.611 -0.704 -2.142 1.626
H -1.725 1.384 -1.636 -0.221 -1.958 -1.011
H 6.335 1.814 -5.182 1.890 1.051 0.913
H -2.327 -3.686 3.491 0.150 0.155 0.086
H -0.233 2.447 -0.468 1.971 -0.569 -0.807
H -4.594 -2.730 5.002 0.105 0.270 -0.129
```
Positions in Å, forces in eV/Å.

## Properties
Kohn-Sham gap	0.3115	hartree
total charge	+1
E_HOMO	-11.48	eV
energy above the lowest of the compared OMol25 structures with the same formula, charge and spin	165.4	kcal/mol

These are the Mulliken partial charges, in e, on atoms 1 to 8:
1. Br -0.097
2. O -0.499
3. O -0.485
4. O -0.236
5. O -0.479
6. O -0.443
7. O -0.057
8. O -0.507

Record 4
The ion C2H8N6 with charge +2. Source: OMol25; level of theory: ωB97M-V with the def2-TZVPD basis set.

Geometry as XYZ:
```
16
Properties=species:S:1:pos:R:3:forces:R:3
N -0.989 0.328 0.100 -0.526 2.627 0.148
N 2.185 -1.376 -0.058 4.243 0.870 -2.506
N -1.807 1.525 0.118 0.736 -0.600 2.342
N -2.371 -1.646 -0.118 0.668 1.068 -0.089
N 1.002 1.529 0.085 -4.585 3.090 0.418
N 0.923 -0.909 0.016 -4.739 2.836 0.542
C -1.618 -0.776 -0.096 -1.624 -1.873 0.272
C 0.430 0.339 0.070 3.225 -1.533 0.226
H 1.908 1.842 0.236 2.380 -0.525 0.191
H 0.359 2.445 0.245 1.358 -3.104 -0.659
H 2.823 -1.353 0.788 -0.883 0.383 -0.585
H 2.004 -2.355 -0.247 0.602 -0.618 -0.136
H -2.037 1.825 -0.802 -0.557 0.150 -0.545
H -3.191 -2.172 -0.347 -0.211 -0.654 -0.157
H 2.818 -1.002 -0.967 -1.785 -1.001 2.691
H -2.440 1.756 0.978 1.698 -1.118 -2.152
```
Positions in Å, forces in eV/Å.

## Properties
structure (SMILES)	N=C=[N+](N)/C(N)=N/[NH3+]
Kohn-Sham gap	0.3893	hartree
total charge	+2
E_HOMO	-18.56	eV
energy above the lowest of the compared OMol25 structures with the same formula, charge and spin	57.2	kcal/mol

These are the Mulliken partial charges, in e, on atoms 1 to 8:
1. N 0.184
2. N -0.271
3. N -0.723
4. N 0.027
5. N -0.341
6. N -0.475
7. C 0.428
8. C 0.478

> Among the records above, which one has the highest energy above the lowest of the compared OMol25 structures with the same formula, charge and spin?

C18H34BrN2O8

> energy above the lowest of the compared OMol25 structures with the same formula, charge and spin of number 2 (C4H9F)?

102.3 kcal/mol

What did the fourth record say?
The ion C2H8N6 with charge +2. Source: OMol25; level of theory: ωB97M-V with the def2-TZVPD basis set.

Geometry as XYZ:
```
16
Properties=species:S:1:pos:R:3:forces:R:3
N -0.989 0.328 0.100 -0.526 2.627 0.148
N 2.185 -1.376 -0.058 4.243 0.870 -2.506
N -1.807 1.525 0.118 0.736 -0.600 2.342
N -2.371 -1.646 -0.118 0.668 1.068 -0.089
N 1.002 1.529 0.085 -4.585 3.090 0.418
N 0.923 -0.909 0.016 -4.739 2.836 0.542
C -1.618 -0.776 -0.096 -1.624 -1.873 0.272
C 0.430 0.339 0.070 3.225 -1.533 0.226
H 1.908 1.842 0.236 2.380 -0.525 0.191
H 0.359 2.445 0.245 1.358 -3.104 -0.659
H 2.823 -1.353 0.788 -0.883 0.383 -0.585
H 2.004 -2.355 -0.247 0.602 -0.618 -0.136
H -2.037 1.825 -0.802 -0.557 0.150 -0.545
H -3.191 -2.172 -0.347 -0.211 -0.654 -0.157
H 2.818 -1.002 -0.967 -1.785 -1.001 2.691
H -2.440 1.756 0.978 1.698 -1.118 -2.152
```
Positions in Å, forces in eV/Å.

## Properties
structure (SMILES)	N=C=[N+](N)/C(N)=N/[NH3+]
Kohn-Sham gap	0.3893	hartree
total charge	+2
E_HOMO	-18.56	eV
energy above the lowest of the compared OMol25 structures with the same formula, charge and spin	57.2	kcal/mol

These are the Mulliken partial charges, in e, on atoms 1 to 8:
1. N 0.184
2. N -0.271
3. N -0.723
4. N 0.027
5. N -0.341
6. N -0.475
7. C 0.428
8. C 0.478

> energy above the lowest of the compared OMol25 structures with the same formula, charge and spin of number 3 (C18H34BrN2O8)?

165.4 kcal/mol